# 1
{
  "formula": "C16H18N2O4S",
  "method": "ωB97M-V/def2-TZVPD",
  "mol_weight_da": 334.40,
  "e_homo_ha": -0.3027,
  "e_above_lowest_kcal_mol": 360.4,
  "homo_lumo_gap_ev": 7.08,
  "symbols": ["C", "H", "C", "C", "H", "C", "N", "C", "O", "C", "C", "C", "N", "O", "C", "H", "H", "S", "C", "C", "C", "C", "C", "C", "H", "H", "H", "H", "H", "C", "O", "O", "H", "H", "H", "H", "H", "H", "H", "H", "H"],
  "positions_angstrom": [[3.8120, 2.3358, 3.3767], [4.0046, 1.8650, 2.3656], [2.3975, 2.9832, 3.0738], [2.4690, 4.3379, 2.2439], [3.1189, 5.2234, 2.6189], [2.9309, 4.0529, 0.9108], [2.0283, 3.1126, 0.4298], [2.2899, 1.8866, -0.2071], [3.4487, 1.4073, -0.0621], [1.1050, 1.0303, -0.6100], [1.2240, -0.3659, -1.2071], [-0.2217, -0.3381, -1.5384], [-1.0991, 0.8756, -1.1163], [-0.0157, 1.5091, -0.6756], [-1.0717, -1.5073, -1.9979], [-1.8782, -1.3489, -2.3134], [-0.4710, -2.1520, -2.3847], [-1.4591, -2.6764, -0.3953], [-3.1586, -2.2458, -0.1665], [-3.5474, -0.9770, -0.2479], [-4.9021, -0.5065, 0.0236], [-5.4996, -1.5857, 0.8535], [-5.0825, -2.8552, 1.0394], [-3.7607, -3.1775, 0.7749], [-3.4367, -4.0237, 0.5820], [-5.8126, -3.5385, 1.5681], [-6.7945, -1.1478, 1.1886], [-5.2642, 0.2922, -0.2651], [-2.9571, -0.1542, -0.7060], [2.0666, -1.3573, -1.3014], [1.8430, -2.3606, -2.0984], [3.2961, -1.0019, -1.0108], [3.4628, -0.2685, -0.5182], [0.9650, 3.4798, 0.1832], [2.9366, 4.9706, 0.2598], [3.9830, 3.3571, 0.6735], [1.4995, 4.9046, 2.1140], [2.2259, 3.2843, 4.3534], [1.7883, 2.3764, 2.7848], [3.9519, 1.5698, 4.0884], [4.5352, 3.0312, 3.7807]]
}

***

# 2
{
  "formula": "C16H18N2PmS2",
  "method": "ωB97M-V/def2-TZVPD",
  "multiplicity": 5,
  "mol_weight_da": 447.47,
  "total_charge": 1,
  "e_homo_ha": [-0.4073, -0.4084],
  "e_above_lowest_kcal_mol": 0.0,
  "homo_lumo_gap_ev": [6.96, 7.12],
  "symbols": ["Pm", "C", "N", "C", "C", "N", "C", "C", "C", "C", "C", "C", "C", "S", "C", "C", "C", "C", "C", "C", "S", "H", "H", "H", "H", "H", "H", "H", "H", "H", "H", "H", "H", "H", "H", "H", "H", "H", "H"],
  "positions_angstrom": [[0.6759, 2.2109, 0.4115], [-2.6731, 2.0814, -0.2469], [-1.6567, 1.0311, 0.0023], [-1.5110, 0.1842, -1.2102], [-0.1730, -0.5383, -1.2209], [0.9469, 0.4125, -1.3969], [1.0811, 0.8138, -2.8161], [2.2208, -0.1160, -0.9152], [2.4784, -1.4813, -0.8891], [3.6839, -1.9683, -0.4161], [4.6565, -1.0867, 0.0298], [4.4279, 0.2756, -0.0201], [3.2217, 0.7838, -0.5030], [3.0818, 2.5567, -0.6975], [-2.0431, 0.2115, 1.1612], [-3.3387, -0.2953, 1.2230], [-3.7787, -1.0271, 2.3090], [-2.9134, -1.2623, 3.3685], [-1.6184, -0.7857, 3.3111], [-1.1548, -0.0640, 2.2070], [0.5758, 0.3474, 2.2384], [-3.5864, 1.6710, -0.6801], [-2.2798, 2.8207, -0.9518], [-2.9318, 2.5699, 0.6914], [-1.6059, 0.8198, -2.0930], [-2.3081, -0.5618, -1.2461], [-0.1839, -1.2798, -2.0250], [-0.0375, -1.0516, -0.2689], [1.2155, -0.0686, -3.4470], [1.9487, 1.4583, -2.9248], [0.1963, 1.3581, -3.1469], [1.7343, -2.1838, -1.2416], [3.8573, -3.0355, -0.3975], [5.6009, -1.4604, 0.4027], [5.1883, 0.9730, 0.3042], [-4.0324, -0.1130, 0.4102], [-4.7900, -1.4092, 2.3270], [-3.2477, -1.8155, 4.2356], [-0.9275, -0.9753, 4.1216]]
}

***

# 3
{
  "formula": "C16H18N4O2Tc",
  "method": "ωB97M-V/def2-TZVPD",
  "multiplicity": 4,
  "mol_weight_da": 396.35,
  "total_charge": 4,
  "e_homo_ha": [-0.7820, -0.7753],
  "homo_lumo_gap_ev": [5.11, 1.95],
  "symbols": ["N", "C", "C", "H", "H", "H", "N", "C", "C", "H", "H", "H", "N", "C", "C", "H", "H", "H", "Tc", "C", "O", "C", "O", "C", "C", "C", "C", "C", "C", "H", "H", "H", "H", "H", "H", "C", "C", "N", "H", "H", "H"],
  "positions_angstrom": [[2.1579, -3.2638, -0.0290], [3.0952, -3.9555, -0.0627], [4.2588, -4.8306, -0.1212], [4.3254, -5.3142, -1.1065], [4.1866, -5.6125, 0.6479], [5.1779, -4.2526, 0.0484], [1.6314, 2.4067, 2.5856], [2.4346, 3.0684, 3.1013], [3.4131, 3.9082, 3.7779], [3.3499, 3.7705, 4.8662], [3.2308, 4.9672, 3.5498], [4.4276, 3.6470, 3.4495], [0.5118, 1.6133, -3.5274], [1.0545, 2.0984, -4.4399], [1.7254, 2.6883, -5.5896], [2.5141, 3.3775, -5.2569], [1.0069, 3.2467, -6.2063], [2.1829, 1.9039, -6.2096], [0.2752, 0.2080, 0.1628], [0.9785, 1.9341, -0.2672], [1.4303, 2.9671, -0.5748], [1.7194, -0.2828, 1.3174], [2.6316, -0.6073, 1.9686], [-1.0066, -1.3151, 1.1417], [-1.4746, -1.5736, -0.1821], [-1.8705, -0.4320, -1.0201], [-1.7451, 0.8808, -0.4594], [-1.6102, 1.0287, 0.9305], [-1.2431, -0.0642, 1.7260], [-0.5779, -2.1442, 1.7036], [-1.0795, -2.4440, -0.6711], [-1.7293, -0.5114, -2.0748], [-1.8873, 1.7302, -1.1211], [-1.7064, 2.0009, 1.3966], [-1.0573, 0.1020, 2.7841], [-5.1973, -1.3234, 0.5780], [-3.8013, -0.9988, 0.3800], [-2.9575, -1.3540, -0.4825], [-5.8609, -1.1057, -0.2723], [-5.3971, -0.6660, 1.4476], [-5.3912, -2.3787, 0.8019]]
}

***

# 4
{
  "formula": "C16H18N4O3",
  "method": "ωB97M-V/def2-TZVPD",
  "mol_weight_da": 314.34,
  "e_homo_ha": -0.3562,
  "e_above_lowest_kcal_mol": 91.3,
  "smiles": "O=C(NC1CCCC1)c1cccc(Cn2cc([N+](=O)[O-])cn2)c1",
  "homo_lumo_gap_ev": 9.61,
  "symbols": ["O", "C", "N", "C", "C", "C", "C", "C", "C", "C", "C", "C", "C", "C", "N", "C", "C", "N", "O", "O", "C", "N", "C", "H", "H", "H", "H", "H", "H", "H", "H", "H", "H", "H", "H", "H", "H", "H", "H", "H", "H"],
  "positions_angstrom": [[2.1459, -0.0864, -1.2314], [1.6273, -0.3477, -0.1626], [2.3197, -0.7868, 0.9089], [3.7522, -0.9811, 0.8978], [4.4241, -0.2016, 2.0317], [4.2719, -1.0931, 3.2726], [4.0309, -2.5226, 2.7478], [4.1206, -2.4314, 1.2199], [0.1503, -0.2178, 0.0481], [-0.4248, 0.0980, 1.2736], [-1.7999, 0.2225, 1.3808], [-2.6078, 0.0306, 0.2747], [-2.0409, -0.2667, -0.9595], [-2.9312, -0.4355, -2.1685], [-3.7493, 0.7345, -2.3635], [-3.3800, 1.9053, -2.8881], [-4.4911, 2.7354, -2.7948], [-4.5968, 4.0730, -3.2268], [-5.6564, 4.6392, -3.0467], [-3.6195, 4.5714, -3.7508], [-5.4848, 1.9453, -2.1793], [-5.0096, 0.7491, -1.9283], [-0.6661, -0.3793, -1.0668], [1.8326, -1.0491, 1.7497], [4.0901, -0.6665, -0.0921], [3.9769, 0.7821, 2.1664], [5.4774, -0.0657, 1.7886], [5.1625, -1.0435, 3.8968], [3.4309, -0.7625, 3.8829], [4.7634, -3.2243, 3.1431], [3.0451, -2.8795, 3.0491], [3.4629, -3.1402, 0.7189], [5.1416, -2.6172, 0.8876], [0.1916, 0.2792, 2.1422], [-2.2441, 0.4729, 2.3324], [-3.6808, 0.1228, 0.3592], [-2.3291, -0.6103, -3.0630], [-3.6171, -1.2740, -2.0190], [-2.4041, 2.0963, -3.2845], [-6.4895, 2.2193, -1.9321], [-0.1951, -0.5943, -2.0148]]
}

***

# 5
{
  "formula": "C16H18N4O3S2",
  "method": "ωB97M-V/def2-TZVPD",
  "mol_weight_da": 378.48,
  "e_homo_ha": -0.2883,
  "e_above_lowest_kcal_mol": 15.8,
  "smiles": "CCOc1ccc(NC(=O)CSc2nnc(NC(=O)C3CC3)s2)cc1",
  "homo_lumo_gap_ev": 8.01,
  "symbols": ["C", "C", "O", "C", "C", "C", "C", "N", "C", "O", "C", "S", "C", "N", "N", "C", "N", "C", "O", "C", "C", "C", "S", "C", "C", "H", "H", "H", "H", "H", "H", "H", "H", "H", "H", "H", "H", "H", "H", "H", "H", "H", "H"],
  "positions_angstrom": [[-6.1671, -0.9284, -0.0254], [-5.2579, -1.3787, -1.1654], [-3.9421, -1.6613, -0.7340], [-3.0865, -0.6401, -0.4514], [-3.3330, 0.7131, -0.6568], [-2.3703, 1.6594, -0.3501], [-1.1434, 1.2707, 0.1694], [-0.1237, 2.1710, 0.5035], [-0.0792, 3.5067, 0.3189], [-0.9601, 4.2037, -0.1334], [1.2539, 4.1112, 0.7749], [2.5538, 3.9804, -0.5022], [3.0825, 2.3529, -0.2883], [2.5887, 1.5038, 0.5522], [3.1557, 0.3042, 0.5143], [4.0968, 0.1853, -0.3510], [4.8620, -0.8991, -0.6296], [4.8308, -2.2693, -0.3530], [5.8076, -2.8919, -0.7093], [3.6799, -2.9535, 0.2604], [2.2373, -2.5497, 0.0759], [2.8580, -2.4494, 1.4224], [4.3913, 1.6962, -1.2580], [-0.8924, -0.0856, 0.3785], [-1.8491, -1.0254, 0.0713], [-7.1758, -0.7766, -0.3997], [-6.1883, -1.6893, 0.7507], [-5.8092, -0.0005, 0.4139], [-5.2504, -0.6388, -1.9752], [-5.6172, -2.3283, -1.5725], [-4.2719, 1.0556, -1.0617], [-2.5726, 2.7043, -0.5163], [0.7329, 1.7277, 0.8368], [1.6341, 3.6449, 1.6819], [1.1232, 5.1838, 0.9152], [5.6953, -0.6867, -1.1705], [3.8798, -4.0198, 0.2577], [1.5340, -3.3435, -0.1230], [2.0287, -1.6390, -0.4607], [2.5949, -3.1794, 2.1724], [3.0734, -1.4668, 1.8062], [0.0590, -0.3978, 0.7847], [-1.6634, -2.0762, 0.2265]]
}

***

# 6
{
  "formula": "C16H18N6O4SSbSe4Sn",
  "method": "ωB97M-V/def2-TZVPD",
  "mol_weight_da": 946.74,
  "total_charge": -1,
  "e_homo_ha": -0.1415,
  "e_above_lowest_kcal_mol": 10.6,
  "homo_lumo_gap_ev": 5.80,
  "symbols": ["Sn", "N", "C", "S", "N", "N", "C", "C", "C", "C", "C", "C", "N", "H", "H", "H", "H", "H", "H", "H", "Se", "Sb", "Se", "Se", "Se", "O", "C", "N", "C", "O", "C", "C", "C", "C", "N", "C", "H", "H", "H", "H", "H", "H", "H", "H", "C", "C", "O", "O", "H", "H", "H"],
  "positions_angstrom": [[-0.2809, -0.3926, -0.0274], [1.5584, -3.3768, 2.9905], [0.7419, -2.5906, 2.2365], [1.1193, -2.4971, 0.5575], [-0.2659, -2.0446, 2.8851], [-1.0141, -1.1877, 2.1585], [-2.0125, -0.6661, 2.7694], [-2.7927, 0.4026, 2.1460], [-3.9297, 0.9296, 2.7537], [-4.5889, 1.9754, 2.1322], [-4.1007, 2.4706, 0.9314], [-2.9634, 1.8869, 0.3930], [-2.3352, 0.8827, 0.9893], [2.5125, -3.3962, 2.6575], [1.4699, -3.2099, 3.9823], [-2.2319, -0.9646, 3.7909], [-4.2752, 0.5246, 3.6957], [-5.4744, 2.4055, 2.5830], [-4.5823, 3.2937, 0.4224], [-2.5256, 2.2354, -0.5377], [4.1220, -0.8206, 2.3852], [3.3564, 1.3996, 1.8570], [2.4043, 0.6135, -1.9356], [0.8166, 1.5214, 1.4535], [3.9976, 1.7404, -0.7777], [4.2316, -2.0926, -6.7946], [4.0328, -0.8213, -6.2221], [2.6604, -0.5687, -5.8440], [2.1272, -1.3712, -4.8719], [2.8074, -2.2261, -4.3255], [0.7057, -1.1305, -4.4971], [0.0109, 0.0219, -4.8331], [-1.2936, 0.1598, -4.4029], [-1.8483, -0.8642, -3.6529], [-1.1978, -1.9754, -3.3069], [0.0584, -2.0919, -3.7232], [4.0944, -2.7194, -6.0711], [4.3259, -0.0808, -6.9636], [4.6455, -0.7045, -5.3272], [2.0398, -0.1566, -6.5196], [0.4964, 0.8300, -5.3665], [-1.8570, 1.0619, -4.5924], [-2.8641, -0.7768, -3.2830], [0.6018, -2.9809, -3.4254], [1.4914, 3.9104, -1.7150], [0.4584, 2.8845, -2.0734], [-0.7057, 3.1627, -2.2700], [0.8205, 1.6059, -2.1753], [1.0629, 4.8976, -1.8662], [2.3981, 3.7832, -2.3031], [1.7593, 3.7751, -0.6656]]
}

***

For each record above, in turn, the calculated max |F| values are 16.010; 1.120; 8.539; 1.553; 1.664; 0.191 eV Å⁻¹.